(1)
73
Properties=species:S:1:pos:R:3:lowdin_charge:R:1 method="wB97M-V/def2-TZVPD" homo_ev="-13.40 / -13.45" total_energy_ev=-211112.841 s_squared=6.127 orbital_gap_ev="6.2 / 7.0" charge=+2 spin_multiplicity=5 e_lumo_ev="-7.2 / -6.5"
Mn 0.445 -0.116 -0.953 0.35
C 1.732 -0.722 -4.209 -0.21
P 1.309 -1.547 -2.657 0.86
C 2.799 -2.399 -2.122 -0.20
C 0.038 -2.760 -3.046 -0.37
C 0.326 -3.963 -3.684 -0.05
C -0.699 -4.850 -3.980 -0.03
C -2.010 -4.538 -3.643 -0.03
C -2.305 -3.339 -3.010 -0.06
C -1.282 -2.444 -2.707 -0.37
P -1.633 -0.842 -1.928 0.86
C -3.140 -1.080 -0.963 -0.21
C -2.131 0.306 -3.247 -0.20
H 2.117 -1.467 -4.909 0.07
H 2.495 0.037 -4.038 0.05
H 0.853 -0.254 -4.649 0.05
H 3.149 -3.059 -2.917 0.06
H 2.604 -2.972 -1.216 0.07
H 3.572 -1.661 -1.908 0.06
H 1.344 -4.220 -3.949 0.12
H -0.474 -5.788 -4.470 0.13
H -2.806 -5.235 -3.869 0.13
H -3.332 -3.120 -2.751 0.11
H -3.960 -1.240 -1.665 0.07
H -3.354 -0.189 -0.376 0.03
H -3.053 -1.940 -0.302 0.06
H -2.752 -0.241 -3.958 0.07
H -1.279 0.732 -3.774 0.04
H -2.713 1.118 -2.808 0.05
Cl 6.598 3.071 0.515 0.75
C 5.229 2.053 0.411 -0.70
C 4.195 2.373 -0.462 -0.70
Cl 4.239 3.777 -1.439 0.75
C 3.103 1.519 -0.524 -0.52
Cl 1.744 1.908 -1.600 0.75
C 2.987 0.369 0.236 -0.45
O 1.908 -0.434 0.150 -0.33
C 4.022 0.064 1.112 -0.61
Cl 3.869 -1.350 2.073 0.77
C 5.135 0.899 1.200 -0.68
Cl 6.391 0.507 2.284 0.76
C -4.698 3.128 0.734 -0.05
C -4.448 2.292 1.815 -0.05
C -3.243 1.606 1.907 -0.08
C -2.298 1.762 0.900 -0.40
C -2.543 2.601 -0.183 -0.14
C -3.747 3.288 -0.265 -0.06
As -0.594 0.891 1.013 1.33
C 0.449 2.002 2.164 -0.29
C 0.963 3.258 1.896 -0.08
C 1.576 3.948 2.934 -0.05
C 1.647 3.379 4.200 -0.04
C 1.122 2.117 4.449 0.01
C 0.517 1.406 3.422 -0.18
C -0.069 0.044 3.529 -0.18
C 0.001 -0.776 4.647 0.01
C -0.516 -2.064 4.594 -0.04
C -1.086 -2.557 3.427 -0.05
C -1.163 -1.747 2.301 -0.08
C -0.681 -0.451 2.374 -0.31
H -5.637 3.663 0.673 0.12
H -5.191 2.177 2.593 0.12
H -3.053 0.956 2.752 0.11
H -1.797 2.743 -0.959 0.09
H -3.937 3.951 -1.099 0.12
H 0.894 3.703 0.911 0.10
H 1.992 4.931 2.756 0.12
H 2.117 3.926 5.007 0.12
H 1.185 1.697 5.445 0.12
H 0.469 -0.426 5.557 0.12
H -0.457 -2.697 5.470 0.12
H -1.464 -3.570 3.396 0.12
H -1.593 -2.144 1.390 0.08

(2)
71
Properties=species:S:1:pos:R:3:lowdin_charge:R:1 method="wB97M-V/def2-TZVPD" homo_ev=-10.98 total_energy_ev=-73434.015 orbital_gap_ev=7.9 charge=+1 e_lumo_ev=-3.1
Ir -0.042 -0.768 0.525 1.15
C 1.598 1.518 -1.278 -0.32
C 0.140 1.500 -1.745 -0.33
P -0.473 -0.210 -1.583 0.90
C -2.198 -0.253 -2.094 -0.32
C -3.191 -0.806 -1.294 -0.07
C -4.506 -0.822 -1.741 -0.05
C -4.827 -0.288 -2.979 -0.06
C -3.834 0.251 -3.787 -0.06
C -2.521 0.264 -3.350 -0.08
C 0.406 -1.202 -2.805 -0.34
C 1.167 -0.639 -3.828 -0.09
C 1.804 -1.455 -4.750 -0.06
C 1.682 -2.834 -4.658 -0.06
C 0.912 -3.400 -3.650 -0.05
C 0.274 -2.589 -2.726 -0.09
P 1.776 0.512 0.245 0.93
C 1.739 1.609 1.672 -0.35
C 1.915 1.036 2.935 -0.09
C 1.805 1.820 4.071 -0.05
C 1.508 3.172 3.958 -0.06
C 1.320 3.741 2.708 -0.06
C 1.430 2.962 1.565 -0.07
C 3.388 -0.276 0.157 -0.33
C 4.458 0.171 0.931 -0.06
C 5.702 -0.427 0.795 -0.06
C 5.880 -1.463 -0.109 -0.06
C 4.817 -1.905 -0.886 -0.06
C 3.570 -1.317 -0.756 -0.09
H 1.978 2.526 -1.115 0.09
H 2.251 1.052 -2.018 0.08
H 0.027 1.865 -2.766 0.09
H -0.499 2.108 -1.099 0.09
H -2.948 -1.249 -0.337 0.09
H -5.277 -1.255 -1.118 0.11
H -5.853 -0.300 -3.322 0.11
H -4.082 0.655 -4.759 0.11
H -1.748 0.666 -3.995 0.11
H 1.265 0.434 -3.927 0.10
H 2.392 -1.012 -5.542 0.11
H 2.181 -3.469 -5.377 0.11
H 0.806 -4.474 -3.583 0.11
H -0.318 -3.036 -1.938 0.11
H 2.127 -0.022 3.030 0.10
H 1.945 1.372 5.045 0.12
H 1.422 3.783 4.847 0.11
H 1.086 4.793 2.618 0.11
H 1.266 3.427 0.602 0.10
H 4.322 0.981 1.635 0.11
H 6.532 -0.082 1.397 0.11
H 6.851 -1.928 -0.210 0.11
H 4.957 -2.714 -1.591 0.11
H 2.739 -1.676 -1.351 0.09
O 0.890 -2.563 0.196 -0.22
C 1.264 -2.847 1.389 -0.47
O 1.132 -2.029 2.302 -0.05
H 1.675 -3.850 1.539 0.15
I -6.815 2.137 5.327 0.92
C -5.247 1.416 4.164 -0.73
C -4.400 2.315 3.525 -0.13
C -3.359 1.835 2.751 0.00
C -3.169 0.462 2.621 -0.14
C -4.019 -0.432 3.264 0.00
C -5.062 0.044 4.038 -0.13
C -2.068 -0.052 1.800 -0.57
O -1.303 0.751 1.147 -0.14
O -1.820 -1.291 1.689 -0.08
H -4.555 3.379 3.633 0.10
H -2.688 2.518 2.249 0.12
H -3.854 -1.496 3.157 0.13
H -5.726 -0.644 4.542 0.10

(3)
72
Properties=species:S:1:pos:R:3:lowdin_charge:R:1 method="wB97M-V/def2-TZVPD" homo_ev="-11.10 / -11.15" total_energy_ev=-96355.745 s_squared=2.021 orbital_gap_ev="7.3 / 7.0" charge=+1 de_lowest_kcal_mol=3.0 spin_multiplicity=3 e_lumo_ev="-3.8 / -4.1"
V -0.268 0.704 -0.269 0.59
I 2.142 0.606 -2.114 1.24
C 3.560 -0.310 -0.945 -0.61
C 4.751 0.354 -0.922 -0.15
C 5.903 -0.259 -0.378 -0.05
C 5.826 -1.548 0.038 -0.02
C 4.593 -2.254 0.019 -0.15
C 4.578 -3.623 0.388 -0.01
C 3.424 -4.340 0.371 -0.04
C 2.213 -3.676 0.096 -0.06
C 2.163 -2.347 -0.240 -0.29
P 0.495 -1.619 -0.162 1.00
C -0.477 -2.229 -1.574 -0.37
C 0.134 -2.568 -2.779 -0.09
C -0.639 -2.844 -3.897 -0.05
C -2.025 -2.781 -3.827 -0.06
C -2.643 -2.450 -2.628 -0.06
C -1.871 -2.170 -1.508 -0.11
C -0.242 -2.378 1.320 -0.37
C -1.052 -3.508 1.287 -0.10
C -1.585 -4.023 2.462 -0.06
C -1.306 -3.414 3.678 -0.06
C -0.494 -2.286 3.718 -0.06
C 0.029 -1.766 2.544 -0.09
C 3.393 -1.617 -0.391 -0.19
H 4.830 1.342 -1.355 0.09
H 6.839 0.283 -0.350 0.12
H 6.711 -2.070 0.384 0.12
H 5.515 -4.089 0.671 0.12
H 3.420 -5.393 0.620 0.12
H 1.292 -4.235 0.209 0.11
H 1.214 -2.622 -2.844 0.10
H -0.155 -3.109 -4.829 0.11
H -2.621 -2.995 -4.704 0.11
H -3.723 -2.418 -2.561 0.11
H -2.363 -1.930 -0.573 0.10
H -1.270 -3.995 0.345 0.11
H -2.215 -4.902 2.425 0.11
H -1.721 -3.818 4.592 0.11
H -0.275 -1.808 4.664 0.11
H 0.646 -0.875 2.594 0.11
O -1.186 1.310 -1.816 -0.13
C -2.441 1.397 -1.831 -0.09
C -3.342 1.071 -0.779 -0.11
C -4.717 1.183 -1.098 0.07
C -5.633 0.854 -0.156 -0.12
C -5.261 0.414 1.120 0.05
C -3.936 0.305 1.454 0.04
C -2.951 0.637 0.515 -0.28
O -1.679 0.532 0.854 -0.17
N -7.079 0.952 -0.490 -0.35
O -7.863 0.768 0.415 0.10
O -7.364 1.276 -1.622 0.09
H -2.882 1.739 -2.768 0.15
H -5.043 1.512 -2.077 0.14
H -6.036 0.163 1.831 0.13
H -3.623 -0.032 2.432 0.13
C 0.405 6.222 -0.323 -0.18
Si 1.559 5.221 0.703 0.38
C 3.273 5.294 0.034 -0.18
C 1.514 5.715 2.469 -0.19
C 0.999 3.465 0.560 -0.17
C 0.655 2.297 0.427 -0.22
H 0.811 7.229 -0.461 0.04
H -0.575 6.312 0.152 0.04
H 0.274 5.774 -1.311 0.03
H 3.628 6.326 -0.040 0.04
H 3.298 4.852 -0.966 0.03
H 3.964 4.739 0.672 0.04
H 1.934 6.715 2.611 0.04
H 2.091 5.015 3.078 0.04
H 0.484 5.723 2.834 0.04

(4)
66
Properties=species:S:1:pos:R:3:lowdin_charge:R:1 method="wB97M-V/def2-TZVPD" homo_ev=-9.46 total_energy_ev=-40749.357 orbital_gap_ev=5.0 charge=+1 de_lowest_kcal_mol=32.0 e_lumo_ev=-4.5
C -2.392 -5.222 -0.424 -0.09
C -1.427 -5.337 0.588 -0.08
C -1.095 -4.235 1.376 -0.03
C -1.737 -2.997 1.198 -0.16
C -1.384 -1.859 2.132 -0.40
C -1.723 -0.535 1.729 -0.07
N -1.314 0.619 2.376 0.01
C -0.276 0.593 3.263 0.01
C 0.220 1.744 3.858 -0.03
C -0.384 2.966 3.623 -0.01
C -1.457 3.037 2.724 -0.16
C -1.909 1.857 2.062 -0.12
C -2.916 1.940 1.105 0.00
C -3.526 3.167 0.815 -0.05
C -3.139 4.329 1.511 -0.07
C -2.109 4.269 2.439 -0.01
O -0.847 -2.140 3.231 -0.04
C -2.701 -2.888 0.184 -0.05
C -3.021 -3.989 -0.625 -0.08
H -2.646 -6.090 -1.040 0.11
H -0.924 -6.289 0.774 0.11
H -0.325 -4.325 2.145 0.12
H -1.978 -0.390 0.675 0.10
H 0.163 -0.378 3.448 0.12
H 1.086 1.634 4.507 0.12
H -0.042 3.869 4.124 0.12
H -3.238 1.050 0.571 0.10
H -4.307 3.217 0.053 0.11
H -3.654 5.276 1.313 0.12
H -1.781 5.166 2.970 0.12
H -3.203 -1.933 0.035 0.10
H -3.775 -3.883 -1.410 0.10
C -4.857 1.623 7.664 0.02
N -4.688 0.274 7.166 -0.05
C -4.357 -0.075 5.896 0.08
C -4.358 -1.491 5.770 -0.10
C -4.047 -2.159 4.577 0.12
C -3.911 -3.589 4.456 -0.21
C -3.154 -4.322 5.400 -0.02
C -3.090 -5.706 5.347 -0.02
C -3.824 -6.419 4.396 -0.25
C -3.832 -7.917 4.450 -0.04
C -4.532 -5.708 3.417 -0.02
C -4.525 -4.322 3.409 0.00
C -4.757 -2.006 7.103 -0.08
C -5.084 -3.233 7.676 0.00
C -5.438 -3.304 9.040 -0.05
C -5.529 -2.149 9.835 -0.05
C -5.268 -0.895 9.269 0.00
C -4.901 -0.869 7.933 -0.17
H -5.104 1.554 8.724 0.08
H -3.934 2.207 7.548 0.11
H -5.673 2.154 7.149 0.11
H -4.149 0.658 5.125 0.15
H -3.990 -1.558 3.664 0.13
H -2.612 -3.776 6.170 0.13
H -2.507 -6.253 6.089 0.13
H -4.427 -8.333 3.630 0.08
H -2.812 -8.319 4.375 0.09
H -4.252 -8.287 5.398 0.09
H -5.104 -6.268 2.673 0.12
H -5.053 -3.767 2.630 0.13
H -5.077 -4.132 7.060 0.11
H -5.634 -4.274 9.501 0.11
H -5.791 -2.219 10.893 0.12
H -5.322 0.030 9.838 0.11

(5)
76
Properties=species:S:1:pos:R:3:lowdin_charge:R:1 method="wB97M-V/def2-TZVPD" homo_ev=-4.96 total_energy_ev=-199280.166 orbital_gap_ev=5.5 charge=-1 de_lowest_kcal_mol=24.8 e_lumo_ev=0.5
Cd 0.401 0.192 -0.357 1.27
C 1.446 -1.048 7.011 -0.10
C 1.016 0.240 6.740 -0.09
C 0.782 0.645 5.436 -0.08
C 0.980 -0.244 4.386 -0.38
C 1.384 -1.549 4.672 -0.12
C 1.624 -1.946 5.971 -0.10
P 0.664 0.081 2.610 1.03
C 0.154 1.840 2.576 -0.41
C -1.185 2.065 2.898 -0.17
C -1.758 3.304 2.693 -0.10
C -1.000 4.330 2.151 -0.08
C 0.335 4.123 1.856 -0.08
C 0.916 2.881 2.058 -0.09
C 2.348 0.101 1.909 -0.47
C 3.534 0.108 2.632 -0.10
C 4.739 0.036 1.951 -0.11
C 4.756 -0.013 0.568 -0.11
C 3.567 0.027 -0.145 -0.16
C 2.338 0.053 0.506 -0.31
H 1.631 -1.353 8.033 0.10
H 0.869 0.941 7.549 0.10
H 0.448 1.653 5.229 0.10
H 1.508 -2.248 3.853 0.10
H 1.950 -2.956 6.179 0.10
H -1.782 1.243 3.283 0.09
H -2.808 3.462 2.910 0.09
H -1.457 5.285 1.932 0.10
H 0.924 4.922 1.432 0.11
H 1.946 2.718 1.773 0.11
H 3.530 0.167 3.714 0.10
H 5.666 0.024 2.506 0.09
H 5.699 -0.088 0.040 0.09
H 3.614 0.028 -1.232 0.09
O -0.046 2.386 -7.149 -0.03
C -0.044 1.191 -6.869 -0.72
O -0.046 0.179 -7.570 -0.05
C -0.030 0.885 -5.318 -0.09
C -0.009 -0.436 -4.887 -0.01
C 0.045 -0.681 -3.529 -0.16
N 0.081 0.290 -2.622 -0.03
C 0.040 1.559 -3.024 -0.19
C -0.021 1.897 -4.374 0.06
C 0.081 2.684 -1.950 -0.66
O 0.070 3.837 -2.359 0.02
O 0.127 2.313 -0.747 -0.21
H -0.024 -1.234 -5.614 0.11
H 0.070 -1.702 -3.147 0.07
H -0.050 2.934 -4.669 0.12
Se 1.124 -3.524 -0.709 1.12
N 0.000 -2.455 0.137 -0.30
C -0.902 -3.206 0.774 -0.39
C -1.948 -2.714 1.574 -0.05
C -2.806 -3.611 2.156 -0.09
C -2.656 -4.998 1.978 -0.09
C -1.643 -5.512 1.212 -0.03
C -0.739 -4.628 0.596 -0.39
N 0.298 -4.990 -0.166 -0.25
H -2.039 -1.643 1.712 0.05
H -3.619 -3.252 2.772 0.10
H -3.352 -5.666 2.469 0.10
H -1.516 -6.575 1.066 0.11
C -5.113 -1.523 -0.900 -0.24
As -4.452 0.138 -0.090 0.63
C -5.143 0.053 1.744 -0.25
C -5.517 1.554 -0.911 -0.26
S -2.424 0.518 -0.136 0.13
H -6.199 -1.562 -0.857 0.03
H -4.690 -2.363 -0.347 0.02
H -4.786 -1.569 -1.939 0.04
H -6.230 0.036 1.768 0.03
H -4.773 0.931 2.276 0.03
H -4.747 -0.849 2.211 0.01
H -6.581 1.368 -0.777 0.03
H -5.284 1.612 -1.976 0.04
H -5.244 2.497 -0.432 0.04

(6)
79
Properties=species:S:1:pos:R:3:lowdin_charge:R:1 method="wB97M-V/def2-TZVPD" homo_ev="-3.49 / -5.24" total_energy_ev=-171577.624 s_squared=3.775 orbital_gap_ev="5.4 / 7.2" charge=-1 de_lowest_kcal_mol=12.2 spin_multiplicity=4 e_lumo_ev="1.9 / 1.9"
V -0.338 -0.061 0.096 0.97
C 0.779 -1.281 3.689 -0.03
C -0.385 -0.350 3.486 -0.33
C -1.198 0.019 4.541 -0.06
C -2.242 0.917 4.301 -0.08
C -2.437 1.445 3.050 -0.03
C -1.560 1.062 2.006 -0.43
N -0.578 0.133 2.251 0.07
N -1.580 1.462 0.721 -0.11
Si -2.532 2.761 0.088 0.37
C -2.274 4.304 1.116 -0.18
C -2.050 3.033 -1.691 -0.18
C -4.364 2.397 0.093 -0.18
H 0.452 -2.248 4.079 0.08
H 1.466 -0.849 4.419 0.09
H 1.319 -1.432 2.755 0.04
H -1.015 -0.382 5.529 0.10
H -2.905 1.198 5.112 0.10
H -3.246 2.132 2.846 0.08
H -1.271 4.312 1.554 0.02
H -2.999 4.370 1.933 0.02
H -2.380 5.206 0.502 0.03
H -1.093 2.560 -1.915 -0.03
H -1.959 4.102 -1.921 0.03
H -2.804 2.608 -2.363 0.03
H -4.786 2.300 1.099 0.02
H -4.579 1.469 -0.451 0.03
H -4.891 3.216 -0.412 0.03
Br 3.089 1.934 -6.384 0.69
C 1.923 1.317 -5.014 -0.70
C 0.555 1.435 -5.181 -0.13
C -0.292 0.974 -4.180 -0.03
C 0.219 0.397 -3.019 -0.27
C 1.601 0.291 -2.876 -0.01
C 2.454 0.749 -3.868 -0.11
N -0.624 -0.080 -1.990 -0.02
C -1.647 -0.866 -2.326 -0.09
C -2.465 -1.434 -1.330 -0.26
C -3.526 -2.324 -1.640 -0.04
C -4.311 -2.815 -0.644 -0.09
C -4.047 -2.429 0.698 -0.08
C -2.975 -1.619 0.943 -0.14
N -2.162 -1.133 -0.019 0.00
H 0.152 1.891 -6.075 0.10
H -1.364 1.098 -4.281 0.11
H 2.000 -0.202 -2.001 0.11
H 3.526 0.648 -3.755 0.10
H -1.801 -1.168 -3.357 0.13
H -3.685 -2.599 -2.676 0.11
H -5.119 -3.501 -0.866 0.10
H -4.653 -2.782 1.521 0.09
H -2.730 -1.344 1.963 0.10
I 1.614 3.803 -0.695 1.00
C 2.961 2.381 -0.020 -0.63
C 4.331 2.728 0.047 -0.24
C 5.259 1.811 0.417 -0.68
I 7.263 2.404 0.458 0.88
C 4.867 0.492 0.772 -0.21
C 5.758 -0.535 1.161 -0.06
C 5.279 -1.758 1.503 -0.05
C 3.879 -1.969 1.491 -0.12
N 3.027 -1.053 1.136 0.13
C 3.490 0.164 0.743 -0.12
C 2.508 1.124 0.292 -0.38
O 1.257 0.762 0.169 -0.25
H 4.630 3.735 -0.210 0.07
H 6.822 -0.335 1.175 0.05
H 5.946 -2.560 1.791 0.10
H 3.461 -2.929 1.787 0.11
N -0.141 -3.352 1.224 0.20
C 0.381 -3.084 0.002 -0.49
O 0.506 -1.893 -0.397 -0.11
C 0.794 -4.167 -0.811 -0.21
C 0.678 -5.497 -0.319 -0.26
N 0.526 -6.553 0.133 0.10
C 1.299 -3.927 -2.124 -0.24
N 1.707 -3.749 -3.190 0.11
H -0.452 -2.584 1.792 0.07
H -0.313 -4.299 1.513 0.10